ORCA calculation (the ωB97M-V functional and the def2-TZVPD basis) on one molecule with the formula C5H5NOS2 in a non-equilibrium geometry.

- HOMO level (alpha / beta): -8.2593 / -8.4730 eV
- Orbital gap (alpha / beta): 0.2209 / 0.2387 Ha
- 2S+1: 1

Each line ends with the Mulliken charge.
Atoms and positions in Å:
C  2.19269  1.80950  1.00427  -0.419
C  1.10255  1.62696  0.49918  -0.243
C  -0.73560  1.10508  -1.20211  0.042
C  0.13415  1.26161  -0.27684  0.372
C  0.25175  -1.90335  -0.04769  -0.683
N  -0.39200  -0.99374  0.80925  -0.300
O  -2.39809  0.34517  1.47493  -0.476
S  -2.10579  0.04097  -1.40970  -0.198
S  -1.97408  -0.83524  0.74966  0.428
H  3.07443  2.29093  1.30322  0.417
H  -0.74576  1.94281  -2.05057  0.261
H  0.53346  -2.89453  0.48258  0.277
H  -0.22740  -2.35518  -0.97495  0.290
H  1.28970  -1.44099  -0.36123  0.233

Atoms 1-2, force components in eV/Å:
-0.8 0.6 -0.5
3.0 0.4 1.2

=====

ORCA calculation (the ωB97M-V functional and the def2-TZVPD basis) on C5H5NiO4 as an isolated structure in a non-equilibrium geometry.

- Expectation value of S²: 2.0245
- HOMO level (alpha / beta): -3.2225 / -3.2262 eV
- Orbital gap (alpha / beta): 0.2116 / 0.2046 Ha
- Charge: -1
- 2S+1: 3

Each line ends with the Mulliken spin population.
Atoms and positions in Å:
O  1.49550  -0.65628  -1.65862  0.114
C  0.28068  -1.19445  -1.32418  -0.015
C  -0.26918  -0.67288  -0.00326  0.012
O  0.54783  0.06262  0.65923  0.057
C  0.98932  2.19672  0.77862  0.304
O  0.23676  3.04388  0.33869  0.022
O  1.67645  2.46308  1.90970  0.026
Ni  2.18630  0.60880  -0.54788  1.455
H  0.31223  -2.29956  -1.20568  0.009
H  -0.49378  -1.00369  -2.09386  0.003
H  1.38630  1.85731  2.61045  0.000
C  -1.58680  -0.91167  0.49993  0.012
C  -2.62563  -1.50361  -0.18559  0.000
H  -1.75784  -0.46362  1.48997  0.002
H  -2.37814  -1.52664  -1.26752  0.001

Atoms 1-2, force components in eV/Å:
0.7 0.1 -0.8
-0.9 -0.5 0.4

=====

ORCA calculation (the ωB97M-V functional and the def2-TZVPD basis) on a 2-piece molecular cluster, C5H5OS2 overall in a non-equilibrium geometry.

- HOMO level: -3.2650 eV
- Orbital gap: 0.2423 Ha
- Charge: -1
- 2S+1: 1

Each line ends with the Mulliken charge.
Atoms and positions in Å:
C  0.37411  2.40089  -0.19421  -0.177
C  -0.00929  1.32092  0.06313  -0.420
C  -2.05500  -0.41894  -0.41598  0.453
C  0.56755  -1.14291  -0.07259  -0.690
C  -0.15906  -0.00737  0.46046  -0.376
O  -1.98209  -0.40761  -1.58115  -0.476
S  -3.09733  -0.64295  0.80821  -0.466
S  2.55291  -1.27652  0.37460  -0.383
H  0.48734  3.31692  -0.74134  0.407
H  0.23155  -2.02931  0.46851  0.367
H  0.70464  -1.07350  -1.16384  0.364
H  -0.62642  -0.09328  1.51352  0.294
H  3.01109  0.05364  0.48067  0.103

Atoms 1-2, force components in eV/Å:
0.9 4.5 -1.9
0.3 -3.6 1.0

=====

ORCA calculation (the ωB97M-V functional and the def2-TZVPD basis) on one molecule with the formula C5H5P in a non-equilibrium geometry.

- HOMO level: -8.9678 eV
- Orbital gap: 0.3631 Ha
- 2S+1: 1
- SMILES: C=C=CP1C=C1

Each line ends with the Mulliken charge.
Atoms and positions in Å:
C  2.73889  0.79646  0.03582  -0.715
C  1.41331  0.32464  -0.02965  0.116
C  -2.65884  -0.02817  -0.62670  -0.379
C  -2.61284  -0.04332  0.67877  -0.360
C  0.06526  -0.12918  -0.08517  -0.243
P  -1.30669  1.06046  -0.00861  -0.029
H  3.24587  1.07286  -0.86686  0.252
H  3.22718  0.84652  0.99110  0.249
H  -3.15670  -0.40854  -1.49023  0.372
H  -3.06823  -0.43589  1.55878  0.374
H  -0.11713  -1.18670  -0.19025  0.364

Atoms 1-2, force components in eV/Å:
-5.3 -1.9 -0.2
-0.3 -0.1 0.0

=====

Number 1: energy -1119.6357 Eh. Number 2: energy -2002.6262 Eh. Number 3: energy -1065.0747 Eh. Number 4: energy -534.7083 Eh.